# 1
128
Properties=species:S:1:pos:R:3 method="wB97M-V/def2-TZVPD" spin_multiplicity=1 homo_energy_ev=-9.07 total_charge=+1
C 2.748 6.602 -1.942
C 1.979 5.278 -2.032
C 1.852 4.731 -3.472
C 0.465 4.508 -4.121
C 0.355 3.147 -4.784
N -0.699 4.707 -3.164
C -1.983 5.035 -3.896
C -2.135 6.547 -3.976
C -2.598 7.157 -2.665
O -1.417 7.261 -1.860
N -0.774 3.615 -2.222
C -1.417 4.019 -0.955
C -1.587 2.770 -0.094
H 2.400 7.210 -1.107
H 3.815 6.433 -1.800
H 2.632 7.197 -2.850
H 1.014 5.405 -1.543
H 2.483 4.520 -1.432
H 2.388 3.784 -3.544
H 2.379 5.420 -4.135
H 0.290 5.279 -4.876
H 0.382 2.344 -4.048
H 1.222 3.019 -5.432
H -0.532 3.042 -5.412
H -0.488 5.539 -2.597
H -1.948 4.592 -4.888
H -2.789 4.570 -3.329
H -1.151 6.980 -4.190
H -2.772 6.820 -4.818
H -3.084 8.121 -2.821
H -3.317 6.498 -2.164
H -1.548 7.870 -1.127
H -1.340 2.899 -2.671
H -0.764 4.751 -0.481
H -2.378 4.517 -1.133
H -1.025 1.938 -0.524
H -2.629 2.467 -0.005
H -1.184 2.921 0.905
N 0.700 -1.413 1.352
C -0.062 -1.028 2.423
C 0.064 0.329 2.567
C 0.942 0.780 1.544
C 1.311 -0.314 0.809
H 0.808 -2.361 1.038
H -0.608 -1.749 3.008
H -0.410 0.925 3.329
H 1.276 1.789 1.368
H 1.979 -0.387 -0.034
N 1.575 -1.894 -2.339
C 1.208 -1.655 -3.637
C 2.232 -2.077 -4.443
C 3.253 -2.592 -3.598
C 2.817 -2.467 -2.307
H 1.007 -1.689 -1.538
H 0.252 -1.220 -3.874
H 2.246 -2.034 -5.519
H 4.194 -3.016 -3.906
H 3.282 -2.743 -1.375
N -2.758 -3.319 4.438
C -2.153 -4.442 4.936
C -2.532 -4.573 6.245
C -3.396 -3.486 6.549
C -3.515 -2.730 5.415
H -2.674 -2.984 3.497
H -1.505 -5.045 4.323
H -2.218 -5.352 6.921
H -3.871 -3.284 7.494
H -4.072 -1.829 5.223
N 5.158 -6.965 0.451
C 3.931 -6.687 -0.084
C 4.092 -5.680 -0.998
C 5.473 -5.339 -1.014
C 6.102 -6.150 -0.108
H 5.340 -7.667 1.145
H 3.053 -7.231 0.222
H 3.311 -5.245 -1.601
H 5.951 -4.591 -1.625
H 7.137 -6.219 0.179
N -2.500 4.857 -7.720
C -3.723 5.468 -7.827
C -3.504 6.779 -8.155
C -2.098 6.968 -8.252
C -1.504 5.765 -7.979
H -2.359 3.889 -7.500
H -4.636 4.920 -7.665
H -4.268 7.519 -8.322
H -1.585 7.879 -8.511
H -0.466 5.477 -7.962
N 1.624 -2.279 5.164
C 2.209 -3.416 5.654
C 1.814 -3.562 6.957
C 0.957 -2.470 7.266
C 0.857 -1.699 6.139
H 1.744 -1.914 4.237
H 2.862 -4.015 5.043
H 2.114 -4.356 7.620
H 0.476 -2.272 8.209
H 0.313 -0.789 5.952
N 5.847 -0.947 10.085
C 5.350 -2.179 10.412
C 4.346 -2.473 9.528
C 4.231 -1.374 8.633
C 5.171 -0.450 9.004
H 6.591 -0.479 10.569
H 5.750 -2.740 11.239
H 3.757 -3.374 9.522
H 3.534 -1.282 7.817
H 5.414 0.515 8.593
N -3.805 1.056 -7.876
C -4.531 -0.101 -7.753
C -5.631 0.008 -8.558
C -5.567 1.276 -9.197
C -4.434 1.903 -8.755
H -2.934 1.228 -7.411
H -4.199 -0.903 -7.116
H -6.393 -0.742 -8.685
H -6.271 1.679 -9.905
H -4.025 2.864 -9.017
N -2.286 -8.360 6.452
C -3.560 -8.527 6.923
C -3.576 -9.660 7.692
C -2.260 -10.197 7.684
C -1.487 -9.372 6.911
H -1.989 -7.605 5.862
H -4.340 -7.827 6.675
H -4.435 -10.060 8.205
H -1.920 -11.085 8.189
H -0.443 -9.419 6.653

# 2
31
Properties=species:S:1:pos:R:3 method="wB97M-V/def2-TZVPD" spin_multiplicity=1 homo_energy_ev=-16.45 total_charge=+2
Os -0.444 0.123 0.698
O 2.937 1.325 -0.996
C 1.819 1.296 -0.604
N 1.122 0.051 -0.309
C 1.754 -1.179 -0.735
C 0.790 -2.284 -0.442
C 1.004 -3.593 -0.834
C 0.033 -4.539 -0.568
C -1.129 -4.156 0.092
C -1.275 -2.846 0.477
N -0.328 -1.914 0.224
C 0.880 2.443 -0.425
C 1.177 3.713 -0.864
C 0.179 4.679 -0.793
C -1.062 4.329 -0.288
C -1.279 3.035 0.159
N -0.315 2.111 0.103
H 2.714 -1.320 -0.229
H 1.973 -1.121 -1.805
H 1.917 -3.855 -1.349
H 0.172 -5.566 -0.878
H -1.914 -4.866 0.308
H -2.158 -2.512 0.999
H 2.160 3.919 -1.266
H 0.364 5.685 -1.144
H -1.872 5.043 -0.243
H -2.230 2.730 0.574
I -1.041 1.282 3.285
C -1.687 -0.389 2.213
H -2.726 -0.323 1.856
H -1.539 -1.300 2.783

# 3
69
Properties=species:S:1:pos:R:3 method="wB97M-V/def2-TZVPD" spin_multiplicity=1 homo_energy_ev=-12.02 total_charge=+1 e_above_lowest_ev=2.139
N -12.890 -19.570 10.751
H -12.681 -18.721 10.245
H -13.551 -20.093 10.195
H -13.349 -19.500 11.648
H -12.037 -20.066 10.968
C -12.786 -18.880 13.960
C -13.123 -17.776 14.905
O -13.779 -18.371 15.957
O -13.912 -19.389 13.365
H -12.238 -19.706 14.413
H -12.235 -18.461 13.118
H -13.746 -17.103 14.315
H -12.226 -17.306 15.309
H -13.198 -18.369 16.722
H -14.616 -19.646 13.965
C -9.828 -22.272 13.243
C -10.900 -22.160 12.112
O -10.797 -21.171 11.134
O -9.836 -21.081 13.982
H -8.820 -22.565 12.950
H -10.095 -23.162 13.813
H -11.872 -21.954 12.561
H -11.097 -23.120 11.633
H -10.117 -21.331 10.476
H -9.633 -20.361 13.380
C -14.607 -23.649 10.827
C -14.250 -24.999 11.363
O -13.840 -25.917 10.371
O -13.411 -22.858 10.582
H -15.115 -23.041 11.576
H -15.290 -23.588 9.980
H -15.058 -25.500 11.897
H -13.403 -24.939 12.046
H -13.916 -25.521 9.499
H -12.943 -23.227 9.829
C -17.124 -21.178 11.168
C -16.847 -20.186 10.094
C -16.937 -18.727 10.753
O -16.699 -17.655 9.924
C -17.525 -17.464 8.732
N -15.494 -20.442 9.707
H -18.119 -21.096 11.604
H -16.541 -21.030 12.077
H -17.016 -22.222 10.871
H -17.479 -20.308 9.215
H -16.225 -18.774 11.577
H -17.835 -18.595 11.356
H -17.099 -16.735 8.042
H -18.511 -17.057 8.955
H -17.722 -18.374 8.165
H -15.292 -21.376 9.380
H -15.173 -19.870 8.939
C -13.755 -15.518 8.184
C -13.595 -16.987 8.488
C -13.091 -17.850 7.222
O -13.132 -19.131 7.778
C -12.727 -20.217 7.012
N -12.715 -17.047 9.700
H -14.440 -15.205 7.397
H -12.732 -15.198 7.989
H -14.129 -15.070 9.105
H -14.630 -17.247 8.709
H -12.047 -17.623 7.006
H -13.774 -17.651 6.397
H -12.658 -21.116 7.624
H -11.790 -20.042 6.483
H -13.426 -20.514 6.230
H -13.148 -16.436 10.378
H -11.866 -16.568 9.435

# 4
10
Properties=species:S:1:pos:R:3 method="wB97M-V/def2-TZVPD" spin_multiplicity=1 homo_energy_ev=-10.28 e_above_lowest_ev=1.035
O -1.332 -0.640 2.275
C -0.954 -0.318 1.174
C 0.282 0.454 0.895
C 0.711 0.522 -0.361
O 0.983 -0.495 -2.391
C 0.207 -0.316 -1.483
H 0.767 0.971 1.718
H -1.578 -0.539 0.296
H 1.576 1.093 -0.696
H -0.798 -0.789 -1.524

What frontier orbital gap values result from the calculations? In sequence: 0.2418 0.2731 0.3596 0.3510 hartree.
What LUMO values result from the calculations? In sequence: -2.492 -9.021 -2.239 -0.725 eV.